Record 1
ORCA calculation (wB97M-V/def2-TZVPD) on C5H7N in the gas phase.

Computed properties:
Kohn-Sham gap in eV: 9.00
HOMO energy in Ha: -0.2921
Energy in eV: -6788.325
SMILES: Cc1ccc[nH]1
Energy relative to the best compared isomer or geometry (same formula, charge and spin) in kJ/mol: 18.1
E_LUMO in hartree: 0.0387

CARTESIAN COORDINATES (ANGSTROEM)
C 0.44 0.61 -1.76
C 0.15 0.22 -0.37
C 0.71 0.52 0.82
C 0.05 -0.20 1.85
C -0.90 -0.97 1.24
N -0.85 -0.71 -0.11
H 1.46 0.33 -2.04
H -0.17 0.17 -2.54
H 0.49 1.70 -1.82
H 1.53 1.22 0.95
H 0.29 -0.29 2.90
H -1.68 -1.58 1.67
H -1.52 -1.03 -0.80

Record 2
ORCA calculation (wB97M-V/def2-TZVPD) on an isolated ion of composition C8H10Cl2N and charge +1.

Computed properties:
Kohn-Sham gap in eV: 9.97
HOMO energy in Ha: -0.4852
Energy in eV: -34985.328
SMILES: [NH3+][C@H](c1ccccc1)C(Cl)Cl
Energy relative to the best compared isomer or geometry (same formula, charge and spin) in kJ/mol: 153.8
E_LUMO in hartree: -0.1187
Net charge: +1

CARTESIAN COORDINATES (ANGSTROEM)
N 1.68 0.21 1.64
C 1.11 0.72 0.33
C -0.28 0.16 0.02
C -0.91 0.62 -1.14
C -2.09 0.09 -1.58
C -2.86 -0.60 -0.68
C -2.37 -1.00 0.53
C -1.08 -0.68 0.86
C 2.30 0.13 -0.72
Cl 3.89 0.90 -0.26
Cl 2.38 -1.59 -0.69
H 2.66 0.62 1.67
H 1.79 -0.85 1.52
H 1.03 0.62 2.35
H 1.36 1.83 0.20
H -0.65 1.42 -1.88
H -2.35 0.54 -2.58
H -3.86 -1.00 -0.87
H -3.06 -1.63 1.19
H -0.74 -1.10 1.82
H 2.06 0.59 -1.72

Record 3
ORCA calculation (wB97M-V/def2-TZVPD) on a 2-piece molecular cluster, C7H8FNOS overall.

Computed properties:
Kohn-Sham gap in eV: 9.91
HOMO energy in Ha: -0.3436
Energy in eV: -24471.073
SMILES: C#CC(O)(C#C)CF.C=NS
Energy relative to the best compared isomer or geometry (same formula, charge and spin) in kJ/mol: 479.7
E_LUMO in hartree: 0.0205

CARTESIAN COORDINATES (ANGSTROEM)
C -4.38 -0.80 -0.73
C -3.18 -0.36 -0.61
C -2.11 0.31 0.13
O -2.33 0.35 1.54
C -1.69 1.63 -0.37
C -1.32 2.82 -0.36
C -0.83 -0.65 0.02
F -1.36 -1.92 0.30
H -5.17 -1.49 -1.02
H -3.45 0.47 1.68
H -1.11 3.85 -0.62
H -0.47 -0.60 -0.95
H 0.18 -0.57 0.50
C 5.40 0.18 0.11
N 4.16 0.42 0.35
S 2.92 -0.57 -0.38
H 6.20 0.80 0.50
H 5.65 -0.70 -0.57
H 1.87 0.18 -0.07

Record 4
ORCA calculation (wB97M-V/def2-TZVPD) on a 5-piece molecular cluster, C36H58F3NO15S overall.

Computed properties:
Kohn-Sham gap in eV: 8.75
HOMO energy in Ha: -0.3276
Energy in eV: -89464.825
SMILES: CCCCCCCCCc1c(S)cc2c(c1C[C@H](O)C(F)(F)F)C(=O)NC2=O.CCOC(=O)OC.CCOC(=O)OC.CCOC(=O)OC.CCOC(=O)OC
E_LUMO in hartree: -0.0059

CARTESIAN COORDINATES (ANGSTROEM)
C -0.79 2.50 5.05
C -1.15 1.71 3.79
C -0.70 2.44 2.51
C -1.89 3.05 1.77
C -1.52 3.75 0.47
C -0.75 2.86 -0.52
C -1.42 1.50 -0.73
C -0.85 0.69 -1.89
C 0.33 -0.22 -1.50
C 0.09 -1.07 -0.27
C -0.88 -2.09 -0.29
S -1.78 -2.47 -1.77
C -1.16 -2.87 0.84
C -0.47 -2.61 2.00
C 0.49 -1.61 2.04
C 0.82 -0.83 0.93
C 1.87 0.24 1.04
C 3.33 -0.25 1.06
O 3.44 -1.63 1.34
C 4.21 0.61 1.97
F 5.43 0.06 2.08
F 3.74 0.78 3.20
F 4.34 1.83 1.43
C 1.00 -1.59 3.47
O 2.04 -1.25 3.91
N -0.03 -2.23 4.26
C -0.59 -3.21 3.36
O -0.97 -4.28 3.68
H -1.35 2.13 5.91
H 0.28 2.43 5.24
H -1.07 3.54 4.90
H -2.23 1.57 3.76
H -0.68 0.72 3.81
H 0.00 3.23 2.77
H -0.22 1.74 1.83
H -2.66 2.30 1.63
H -2.32 3.81 2.43
H -2.44 4.08 -0.01
H -0.92 4.64 0.66
H 0.29 2.75 -0.21
H -0.74 3.36 -1.49
H -1.39 0.95 0.21
H -2.47 1.70 -0.93
H -1.65 0.16 -2.39
H -0.47 1.40 -2.63
H 0.59 -0.85 -2.36
H 1.18 0.43 -1.37
H -2.95 -2.83 -1.23
H -1.91 -3.65 0.83
H 1.80 0.95 0.22
H 1.68 0.82 1.94
H 3.74 -0.08 0.06
H 4.36 -1.86 1.15
H -0.72 -1.59 4.64
C 7.43 -1.16 4.48
C 8.30 0.01 4.09
O 9.60 -0.05 4.70
C 10.45 -0.91 4.14
O 10.24 -1.59 3.17
O 11.59 -0.87 4.83
C 12.58 -1.79 4.38
H 7.36 -1.25 5.57
H 6.42 -1.04 4.08
H 7.84 -2.10 4.10
H 7.86 0.94 4.45
H 8.40 0.10 3.01
H 12.77 -1.67 3.31
H 12.27 -2.81 4.59
H 13.49 -1.56 4.94
C -3.33 7.15 -5.39
C -3.64 5.68 -5.57
O -3.72 5.00 -4.31
C -4.85 5.19 -3.62
O -5.79 5.85 -3.98
O -4.75 4.52 -2.48
C -5.87 4.69 -1.60
H -2.43 7.28 -4.80
H -3.19 7.63 -6.36
H -4.14 7.67 -4.88
H -2.83 5.19 -6.11
H -4.56 5.53 -6.13
H -6.80 4.46 -2.11
H -5.89 5.71 -1.21
H -5.72 3.99 -0.78
C 2.70 -5.19 -6.07
C 1.33 -4.97 -5.45
O 1.32 -5.30 -4.05
C 1.86 -4.38 -3.25
O 2.33 -3.32 -3.59
O 1.79 -4.83 -2.00
C 2.40 -3.98 -1.04
H 3.04 -6.21 -5.88
H 2.66 -5.03 -7.15
H 3.43 -4.51 -5.64
H 0.61 -5.65 -5.90
H 0.98 -3.95 -5.60
H 2.02 -2.96 -1.11
H 3.49 -3.98 -1.16
H 2.16 -4.37 -0.05
C -9.19 -2.15 -3.05
C -8.39 -0.91 -2.71
O -8.15 -0.79 -1.30
C -7.19 -1.58 -0.81
O -6.52 -2.35 -1.45
O -7.11 -1.37 0.50
C -6.17 -2.21 1.17
H -10.12 -2.16 -2.47
H -9.44 -2.16 -4.11
H -8.63 -3.05 -2.81
H -8.95 -0.01 -2.98
H -7.44 -0.88 -3.25
H -5.19 -2.14 0.71
H -6.51 -3.24 1.17
H -6.12 -1.85 2.20

Record 5
ORCA calculation (wB97M-V/def2-TZVPD) on C8H11N3O in the gas phase.

Computed properties:
Kohn-Sham gap in eV: 9.80
HOMO energy in Ha: -0.3606
Energy in eV: -14991.447
SMILES: [H]/N=C(/C#N)C(=O)N1CCCCC1
Energy relative to the best compared isomer or geometry (same formula, charge and spin) in kJ/mol: 0.0
E_LUMO in hartree: -0.0004

CARTESIAN COORDINATES (ANGSTROEM)
H 1.02 4.34 -1.30
N 1.01 4.40 -0.28
C 1.18 3.31 0.32
C 1.21 3.17 1.73
N 1.22 2.93 2.85
C 1.51 1.85 -0.44
O 2.60 1.79 -0.98
N 0.55 0.93 -0.50
C 0.82 -0.30 -1.23
C 0.83 -1.48 -0.27
C -0.51 -1.55 0.46
C -0.77 -0.23 1.19
C -0.71 0.94 0.20
H 1.79 -0.18 -1.72
H 0.05 -0.43 -1.99
H 1.64 -1.36 0.45
H 1.01 -2.40 -0.83
H -1.31 -1.73 -0.26
H -0.51 -2.37 1.18
H -1.76 -0.24 1.66
H -0.02 -0.08 1.96
H -1.51 0.85 -0.54
H -0.83 1.89 0.73

Record 6
ORCA calculation (wB97M-V/def2-TZVPD) on an isolated ion of composition C6H15N and charge +1.

Computed properties:
Kohn-Sham gap (alpha / beta) in eV: 12.44 / 8.66
HOMO energy (alpha / beta) in Ha: -0.5631 / -0.5812
Energy in eV: -7946.832
Spin multiplicity: 2
Energy relative to the best compared isomer or geometry (same formula, charge and spin) in kJ/mol: 56.4
E_LUMO (alpha / beta) in hartree: -0.1061 / -0.2632
Net charge: +1

CARTESIAN COORDINATES (ANGSTROEM)
C -2.19 -0.64 0.10
C -2.93 -1.64 -0.83
C -0.78 -0.32 -0.49
N -0.17 0.65 0.33
C 0.96 0.73 1.25
C 2.11 1.42 0.51
C 2.89 0.46 -0.35
H -2.00 -1.25 0.99
H -2.72 0.23 0.46
H -3.41 -2.38 -0.22
H -2.26 -2.12 -1.54
H -3.61 -1.05 -1.44
H -0.25 -1.27 -0.37
H -0.78 -0.07 -1.55
H -0.48 1.61 0.16
H 0.66 1.22 2.18
H 1.18 -0.31 1.50
H 2.76 1.84 1.27
H 1.79 2.31 -0.05
H 3.29 -0.43 0.14
H 2.26 0.05 -1.15
H 3.67 0.96 -0.92

Record 7
ORCA calculation (wB97M-V/def2-TZVPD) on C5H7NO in the gas phase.

Computed properties:
Kohn-Sham gap in eV: 10.98
HOMO energy in Ha: -0.3793
Energy in eV: -8835.712
SMILES: CC(=O)[C@@H](C)C#N
Energy relative to the best compared isomer or geometry (same formula, charge and spin) in kJ/mol: 47.4
E_LUMO in hartree: 0.0244

CARTESIAN COORDINATES (ANGSTROEM)
C -0.95 -0.25 -1.79
C -0.66 0.46 -0.49
O -1.32 1.38 -0.08
C 0.57 -0.04 0.32
C 0.80 0.78 1.59
C 0.42 -1.47 0.60
N 0.29 -2.60 0.82
H -1.34 0.48 -2.50
H -1.73 -1.00 -1.62
H -0.07 -0.75 -2.20
H 1.43 0.06 -0.35
H -0.08 0.74 2.24
H 1.66 0.40 2.14
H 0.97 1.82 1.32

Record 8
ORCA calculation (wB97M-V/def2-TZVPD) on C3H2N2O3 in the gas phase.

Computed properties:
Kohn-Sham gap in eV: 9.93
HOMO energy in Ha: -0.3796
Energy in eV: -12263.818
SMILES: O=c1ncnc(O)o1
Energy relative to the best compared isomer or geometry (same formula, charge and spin) in kJ/mol: 305.3
E_LUMO in hartree: -0.0148

CARTESIAN COORDINATES (ANGSTROEM)
O -1.74 1.58 -0.08
C -0.92 0.72 -0.29
N -0.71 0.08 -1.42
C 0.16 -0.86 -1.43
N 1.18 -0.90 -0.45
C 0.70 -0.40 0.65
O 1.38 -0.35 1.67
O -0.37 0.15 0.95
H 0.44 -1.45 -2.25
H 2.54 -0.60 1.43

Record 9
ORCA calculation (wB97M-V/def2-TZVPD) on C27H39N3O2PdSTe as an isolated structure.

Computed properties:
Kohn-Sham gap (alpha / beta) in eV: 5.86 / 4.16
HOMO energy (alpha / beta) in Ha: -0.5885 / -0.5866
Energy in eV: -58778.613
Spin multiplicity: 2
Energy relative to the best compared isomer or geometry (same formula, charge and spin) in kJ/mol: 37.3
E_LUMO (alpha / beta) in hartree: -0.3733 / -0.4338
Net charge: +3

CARTESIAN COORDINATES (ANGSTROEM)
Pd -1.30 -1.84 2.14
C -1.79 -0.60 4.70
C -2.88 0.04 3.86
N -2.71 -0.34 2.41
C -3.99 -0.71 1.73
C -4.57 -2.03 2.21
S -3.36 -3.38 2.04
C -3.08 -3.99 3.72
C -2.74 -2.90 4.73
N -1.62 -2.02 4.28
H -2.02 -0.51 5.76
H -0.84 -0.09 4.53
H -2.85 1.12 3.97
H -3.88 -0.28 4.17
H -2.33 0.46 1.90
H -3.77 -0.77 0.67
H -4.73 0.09 1.88
H -5.42 -2.29 1.59
H -4.92 -2.00 3.24
H -2.27 -4.71 3.61
H -3.97 -4.55 4.04
H -2.47 -3.38 5.67
H -3.61 -2.28 4.93
H -0.76 -2.36 4.70
C -1.45 -2.99 -1.36
C -1.00 -1.66 -0.87
O -0.52 -0.83 -1.82
N -1.06 -1.19 0.31
Te -0.02 0.90 -0.96
C 0.32 2.12 -2.62
C 1.25 3.14 -2.39
C 1.94 3.42 -1.08
C 1.53 3.97 -3.47
C 0.90 3.84 -4.70
C 1.21 4.76 -5.84
C -0.08 2.85 -4.84
C -0.41 1.98 -3.82
C -1.50 0.97 -4.01
C 1.91 0.33 -0.48
C 2.76 -0.14 -1.48
C 2.41 -0.34 -2.93
C 4.07 -0.46 -1.11
C 4.53 -0.32 0.19
C 5.94 -0.67 0.56
C 3.64 0.14 1.16
C 2.34 0.48 0.86
C 1.47 1.02 1.97
H -0.98 -3.21 -2.32
H -2.53 -2.96 -1.51
H -1.22 -3.78 -0.65
H 1.39 3.05 -0.21
H 2.03 4.50 -0.95
H 2.94 2.99 -1.05
H 2.26 4.76 -3.34
H 1.97 5.49 -5.57
H 0.31 5.29 -6.15
H 1.56 4.20 -6.70
H -0.61 2.77 -5.79
H -1.94 1.08 -5.00
H -2.30 1.11 -3.28
H -1.14 -0.05 -3.94
H 1.35 -0.34 -3.15
H 2.80 -1.30 -3.27
H 2.87 0.44 -3.54
H 4.75 -0.81 -1.87
H 6.53 -0.95 -0.31
H 5.96 -1.49 1.27
H 6.43 0.18 1.04
H 4.00 0.27 2.18
H 2.06 1.16 2.88
H 0.67 0.31 2.20
H 1.01 1.98 1.74
O 1.28 -3.53 1.61
C 0.27 -3.15 1.89

Record 10
ORCA calculation (wB97M-V/def2-TZVPD) on C42H30As2BrF4O6PPdS as an isolated structure.

Computed properties:
Kohn-Sham gap (alpha / beta) in eV: 6.53 / 6.53
HOMO energy (alpha / beta) in Ha: -0.2981 / -0.2980
Energy in eV: -282518.288
Energy relative to the best compared isomer or geometry (same formula, charge and spin) in kJ/mol: 154.4
E_LUMO (alpha / beta) in hartree: -0.0581 / -0.0580

CARTESIAN COORDINATES (ANGSTROEM)
Pd -0.25 0.86 0.54
O -3.21 2.97 2.03
As -2.27 3.38 0.56
O -3.21 4.37 -0.30
O -1.92 1.83 -0.06
C -0.62 3.76 1.53
C -0.69 4.07 2.88
C 0.45 4.07 3.66
C 1.67 3.73 3.10
C 1.75 3.44 1.75
C 0.61 3.44 0.96
S 0.82 3.33 -0.84
O 2.11 3.92 -1.09
O -0.34 4.02 -1.35
O 0.81 1.88 -1.19
H -4.12 3.20 1.83
H -1.66 4.29 3.32
H 0.39 4.32 4.71
H 2.57 3.74 3.71
H 2.71 3.27 1.27
F 3.12 0.34 6.66
C 2.80 0.19 5.38
C 3.75 -0.27 4.47
F 4.98 -0.57 4.89
C 3.40 -0.44 3.14
F 4.33 -0.94 2.32
C 2.14 -0.11 2.67
P 1.67 -0.30 0.90
C 1.61 -2.11 0.82
C 0.50 -2.74 1.39
C 0.48 -4.12 1.51
C 1.55 -4.87 1.05
C 2.65 -4.25 0.47
C 2.68 -2.86 0.36
C 3.05 0.25 -0.11
C 4.03 1.12 0.34
C 4.97 1.62 -0.55
C 4.93 1.24 -1.89
C 3.94 0.38 -2.34
C 3.00 -0.11 -1.46
C 1.19 0.29 3.61
Br -0.63 0.52 3.13
C 1.51 0.45 4.94
F 0.60 0.83 5.83
H -0.35 -2.16 1.73
H -0.38 -4.61 1.95
H 1.53 -5.95 1.14
H 3.48 -4.83 0.11
H 3.55 -2.38 -0.07
H 4.07 1.43 1.37
H 5.73 2.30 -0.20
H 5.65 1.64 -2.58
H 3.89 0.11 -3.38
H 2.20 -0.74 -1.82
C -1.44 -5.21 -2.41
C -0.31 -4.41 -2.44
C -0.39 -3.08 -2.04
C -1.60 -2.52 -1.64
C -2.72 -3.34 -1.59
C -2.64 -4.67 -1.97
As -1.68 -0.63 -1.12
C -3.56 -0.46 -0.71
C -3.95 -0.38 0.63
C -5.29 -0.28 0.96
C -6.25 -0.25 -0.04
C -5.86 -0.32 -1.38
C -4.52 -0.42 -1.71
C -1.47 0.30 -2.81
C -0.58 -0.17 -3.77
C -0.32 0.59 -4.90
C -0.93 1.82 -5.07
C -1.82 2.29 -4.11
C -2.09 1.53 -2.99
H -1.39 -6.24 -2.72
H 0.64 -4.82 -2.76
H 0.52 -2.50 -2.02
H -3.68 -2.94 -1.27
H -3.53 -5.29 -1.94
H -3.19 -0.37 1.41
H -5.58 -0.22 2.00
H -7.29 -0.16 0.21
H -6.61 -0.28 -2.16
H -4.22 -0.48 -2.75
H -0.09 -1.13 -3.66
H 0.37 0.22 -5.64
H -0.71 2.42 -5.95
H -2.29 3.25 -4.23
H -2.75 1.93 -2.23

Record 11
ORCA calculation (wB97M-V/def2-TZVPD) on C27H27CrN14O3S2 as an isolated structure.

Computed properties:
Kohn-Sham gap (alpha / beta) in eV: 6.38 / 6.33
HOMO energy (alpha / beta) in Ha: -0.1140 / -0.1107
Energy in eV: -105531.975
Spin multiplicity: 2
Energy relative to the best compared isomer or geometry (same formula, charge and spin) in kJ/mol: 84.0
E_LUMO (alpha / beta) in hartree: 0.1207 / 0.1218
Net charge: -2

CARTESIAN COORDINATES (ANGSTROEM)
Cr 1.07 1.38 0.82
N 2.34 2.20 3.98
C 2.88 1.08 3.36
N 3.90 0.42 3.86
N 4.11 -0.57 2.96
N 3.28 -0.49 2.00
N 2.43 0.55 2.22
C 1.75 3.21 3.25
N 1.55 4.42 3.73
N 0.92 5.06 2.71
N 0.76 4.28 1.71
N 1.29 3.06 2.01
H 2.87 2.51 4.78
S -0.26 2.68 -0.56
C -0.68 1.37 -1.62
N -1.16 1.65 -2.80
N -1.73 0.71 -3.60
C -2.70 -0.28 -3.32
C -3.43 -0.34 -2.13
C -4.42 -1.29 -1.98
C -4.70 -2.20 -3.00
C -3.99 -2.13 -4.19
C -2.99 -1.17 -4.35
N -0.51 0.04 -1.25
N 0.24 -0.15 -0.25
C 0.27 -1.55 0.10
C 1.48 -2.15 0.36
C 1.52 -3.50 0.69
C 0.34 -4.23 0.75
C -0.88 -3.62 0.47
C -0.91 -2.28 0.14
H -1.69 0.98 -4.56
H -3.23 0.35 -1.33
H -5.00 -1.33 -1.07
H -5.48 -2.94 -2.86
H -4.19 -2.82 -4.99
H -2.43 -1.12 -5.27
H 2.39 -1.57 0.32
H 2.47 -3.97 0.90
H 0.37 -5.28 1.02
H -1.80 -4.18 0.53
H -1.85 -1.79 -0.06
N -0.47 0.86 2.46
C -1.79 0.30 2.37
C -2.84 1.03 1.83
C -4.11 0.48 1.78
C -4.35 -0.80 2.27
C -3.29 -1.53 2.79
C -2.02 -0.98 2.84
S -6.00 -1.51 2.23
O -6.09 -2.18 0.94
O -6.88 -0.36 2.37
O -6.02 -2.43 3.36
H 0.08 0.30 3.11
H -0.50 1.81 2.83
H -2.65 2.03 1.44
H -4.94 1.05 1.38
H -3.48 -2.53 3.17
H -1.19 -1.56 3.24
C 5.98 1.52 -1.35
C 4.66 1.41 -2.13
C 4.55 2.57 -3.12
C 4.64 0.08 -2.90
C 3.53 1.45 -1.19
C 2.60 1.49 -0.41
H 6.84 1.38 -2.02
H 6.02 0.76 -0.57
H 6.06 2.49 -0.87
H 5.35 2.51 -3.87
H 4.64 3.53 -2.60
H 3.59 2.55 -3.63
H 5.48 0.03 -3.60
H 3.71 -0.02 -3.45
H 4.71 -0.75 -2.20